# 1
8
Properties=species:S:1:pos:R:3 method="wB97M-V/def2-TZVPD" e_lumo_ev=1.0 de_lowest_kj_mol=11.9 energy_ev=-27183.83638 gap_ev=11.8 charge=0 smiles=ClCCCl
Cl -0.4473 -1.9541 -0.7328
C -0.6925 -0.2685 -0.1931
C 0.5847 0.3517 0.3499
Cl 1.4672 1.2640 -0.8936
H -1.4277 -0.3247 0.6054
H -1.0765 0.3174 -1.0219
H 1.2544 -0.4172 0.7239
H 0.3377 1.0312 1.1622

***

# 2
58
Properties=species:S:1:pos:R:3 method="wB97M-V/def2-TZVPD" e_lumo_ev=1.8 de_lowest_kj_mol=0.0 energy_ev=-53022.68899 gap_ev=3.7 charge=-1
C -0.2074 -4.2275 2.6300
C 0.1850 -2.8494 2.1096
O -0.1036 -1.7424 2.9522
C 0.3612 -1.8915 4.2718
C 1.8253 -2.3347 4.4221
O 2.6766 -1.7415 3.4813
C 3.8246 -2.6213 3.1580
N 3.5003 -3.7761 2.4188
C 4.0816 -3.7762 1.0971
C 3.3081 -2.9613 0.0552
N 3.3211 -1.5022 0.3612
H 0.2080 -4.9565 1.9225
H -1.2921 -4.3908 2.6092
H 0.2128 -4.4833 3.6018
H 1.2249 -2.8347 1.7744
H -0.4175 -2.6813 1.2015
H 0.2189 -0.9251 4.7676
H -0.2635 -2.6204 4.8203
H 2.1475 -1.9846 5.4266
H 1.9202 -3.4263 4.4643
H 4.5711 -2.0165 2.6241
H 4.2213 -2.9320 4.1529
H 5.1548 -3.4839 1.1080
H 4.0496 -4.8210 0.7344
H 3.7649 -3.0608 -0.9445
H 2.2669 -3.3080 -0.0079
H 2.5837 -1.3016 1.0347
H 3.0672 -1.0221 -0.4980
C -0.8305 2.3724 -0.8582
C 0.6063 2.5658 -0.3576
C 0.5605 2.5703 1.1757
S -0.8594 1.5653 1.6445
O -1.8381 2.4191 2.2825
O -0.4078 0.3420 2.2454
C -1.4098 1.2306 -0.0285
H -0.8597 2.1470 -1.9235
H -1.4070 3.2864 -0.6895
H 1.2266 1.7374 -0.7050
H 1.0461 3.4861 -0.7405
H 1.4556 2.1349 1.6141
H 0.4028 3.5730 1.5702
H -2.4968 1.1851 -0.0502
H -0.9875 0.2708 -0.3265
C -4.4643 3.8850 -5.0255
C -4.2773 2.9710 -3.8072
C -3.0826 2.0551 -4.0996
S -2.0138 2.9674 -5.2237
O -1.9882 2.2809 -6.4896
O -0.8037 3.3453 -4.5410
C -3.0733 4.4033 -5.3764
H -5.1529 4.7028 -4.8163
H -4.8683 3.3085 -5.8608
H -4.0678 3.5791 -2.9246
H -5.1739 2.3892 -3.5975
H -2.5252 1.8127 -3.1994
H -3.3889 1.1403 -4.6035
H -3.0003 4.8035 -6.3849
H -2.7322 5.1428 -4.6522